Formula: B3CsH12
Source: the OMol25 dataset
Level of theory: ωB97M-V with the def2-TZVPD basis set

XYZ file:
```
16
Properties=species:S:1:pos:R:3:forces:R:3:mulliken_charge:R:1
Cs -14.55981 -20.32275 7.49923 -5.58 -3.59 -0.98 0.81
B -13.28309 -19.27777 9.27018 0.59 1.46 2.87 -0.27
H -12.67527 -18.61071 9.86164 2.42 2.66 2.88 -0.39
H -13.40546 -18.77522 8.32323 -0.29 2.81 -1.83 -0.03
H -12.69776 -20.15222 9.03146 1.31 -3.00 0.28 -0.17
H -14.24557 -19.52999 9.68761 -3.81 -0.57 2.68 -0.26
B -13.60762 -19.56637 5.08656 -0.34 0.13 -2.18 -0.02
H -13.37479 -20.42294 5.70001 0.60 -3.30 -0.54 -0.22
H -13.26080 -18.68318 5.60031 0.93 3.39 1.69 -0.08
H -13.10442 -19.62786 4.13406 1.94 -0.25 -4.11 -0.36
H -14.68089 -19.50780 4.99215 -4.84 0.25 -1.00 -0.27
B -11.78178 -19.59183 7.14360 1.86 -0.29 0.12 1.11
H -11.54737 -20.24948 7.96627 2.05 -2.52 2.84 -0.16
H -11.87123 -18.56417 7.46006 -0.02 3.80 1.16 -0.18
H -10.99614 -19.60411 6.40409 3.21 -0.39 -3.63 -0.26
H -12.69284 -19.97424 6.71005 -0.03 -0.60 -0.24 -1.26
```
Positions in Å, forces in eV/Å.

Computed properties:
total charge = -2
E_HOMO = 1.11 eV
energy above the lowest of the compared OMol25 structures with the same formula, charge and spin = 239.6 kcal/mol
electronic energy = -2758.0417 eV
M = 177.4 g mol⁻¹

=====

Formula: B3F12Sn
Source: the OMol25 dataset
Level of theory: ωB97M-V with the def2-TZVPD basis set

XYZ file:
```
16
Properties=species:S:1:pos:R:3:forces:R:3:mulliken_charge:R:1
Sn 0.58218 -0.92122 -0.12440 -1.32 1.71 0.05 1.63
B -2.10707 -2.93288 0.46068 -0.63 -0.49 0.17 0.66
F -3.04486 -2.32472 1.25594 0.10 0.11 0.01 -0.35
F -2.47462 -4.22451 0.12272 0.17 0.27 -0.19 -0.35
F -1.84543 -2.13181 -0.69949 0.75 0.35 -0.24 -0.40
F -0.83858 -2.97793 1.13523 0.96 0.58 0.05 -0.44
B -1.25732 2.02641 -0.05576 -0.04 1.27 0.19 0.64
F -2.32142 2.67571 0.55031 0.12 -0.34 0.07 -0.35
F -1.68110 0.84468 -0.69476 0.49 -1.09 -0.29 -0.37
F -0.62365 2.87216 -0.95165 0.03 -0.26 -0.10 -0.37
F -0.29573 1.59888 0.93249 0.27 -1.10 -0.05 -0.41
B 3.20536 1.12422 -0.34896 0.68 1.22 -0.41 0.54
F 2.37053 2.01272 0.30028 0.05 -0.57 0.36 -0.31
F 3.62386 0.03917 0.43835 -0.44 -0.27 0.39 -0.38
F 2.42202 0.52111 -1.41606 -1.07 -0.94 -0.05 -0.41
F 4.28582 1.79801 -0.90490 -0.13 -0.44 0.06 -0.34
```
Positions in Å, forces in eV/Å.

Computed properties:
total charge = -1
E_HOMO = -9.34 eV
energy above the lowest of the compared OMol25 structures with the same formula, charge and spin = 15.3 kcal/mol
electronic energy = -40491.1521 eV
M = 379.1 g mol⁻¹